32
Properties=species:S:1:pos:R:3:forces:R:3:lowdin_charge:R:1 method="wB97M-V/def2-TZVPD" orbital_gap_ev=9.14 total_energy_ha=-618.44008 e_homo_ev=-8.19 de_lowest_kcal_mol=48.6
C 3.7341 -0.1266 -1.3736 -1.04 -1.33 1.85 -0.11
C 2.4073 0.0043 -2.2122 1.54 -0.85 0.72 -0.21
C 1.2046 -0.8546 -1.6932 0.19 -0.69 -0.50 -0.20
C 0.9074 -0.8267 -0.2240 1.44 -0.38 1.48 -0.17
C -0.0886 0.9239 1.0787 -4.67 -2.49 1.72 -0.27
C 0.3066 1.8502 1.9744 -0.89 1.89 1.35 -0.03
C -0.4520 2.3371 3.0613 0.30 -0.41 1.01 -0.07
C -1.6953 1.7319 3.3426 1.33 0.13 -0.82 -0.11
C -2.1605 0.7764 2.4552 0.34 -0.86 -1.44 -0.02
C -1.4082 0.3043 1.3239 0.43 1.53 2.07 -0.19
C -2.5814 -0.4858 -0.6333 -0.75 -1.89 1.94 -0.17
C -2.4144 -1.7641 -1.4319 0.74 0.49 -2.70 -0.08
H 3.6679 0.4291 -0.4196 -0.26 0.00 -0.44 0.07
H 4.7143 0.0963 -1.7291 0.31 0.78 -1.30 0.04
H 3.9296 -1.1650 -1.0062 -0.64 0.35 -0.40 0.07
H 2.6035 -0.2803 -3.2340 0.09 -0.48 -0.39 0.09
H 2.2071 1.0577 -2.3238 -0.63 0.37 0.46 0.09
H 1.2666 -1.9728 -1.9694 0.13 1.75 0.05 0.15
H 0.3318 -0.4045 -2.1416 -0.45 -0.23 -0.64 0.09
H 1.8435 -1.1681 0.3159 -0.98 0.33 -0.26 0.13
H 0.0732 -1.5088 0.1227 0.78 1.17 -0.65 0.14
H 1.2325 2.2528 1.6947 1.42 0.80 0.25 0.10
H 0.0271 3.0543 3.7971 -0.73 -0.86 -1.15 0.12
H -2.2656 1.8354 4.2463 -0.01 0.71 0.24 0.09
H -3.1583 0.3497 2.6564 0.72 -0.12 -0.30 0.12
H -3.6277 -0.2932 -0.3905 -0.20 -0.43 0.25 0.11
H -2.3393 0.4500 -1.0944 1.37 0.35 -0.20 0.11
H -3.2187 -1.9275 -2.2150 0.95 0.66 0.65 0.09
H -2.4907 -2.6557 -0.8549 0.05 -0.40 0.98 0.06
H -1.3856 -1.7895 -1.9577 -1.68 0.00 0.75 0.08
O 0.7367 0.5786 0.1359 1.17 -1.29 -2.23 -0.02
O -1.9079 -0.8088 0.6993 -0.39 1.44 -2.35 -0.11

***

9
Properties=species:S:1:pos:R:3:forces:R:3:lowdin_charge:R:1 method="wB97M-V/def2-TZVPD" charge=+1 orbital_gap_ev=8.98 total_energy_ha=-485.43568 e_homo_ev=-14.67 de_lowest_kcal_mol=52.3
C 0.8026 -1.6933 0.0869 2.89 -2.73 1.75 0.11
C -0.7046 0.2583 -0.0957 2.04 5.17 0.10 -0.71
N 0.1306 -0.6900 -0.1134 -1.72 2.06 0.04 -0.03
N -0.1732 1.8759 0.1069 0.62 -4.01 0.03 0.04
I -2.7306 -0.0516 -0.2001 0.30 0.17 0.15 1.06
H 1.0244 -2.4370 -0.7479 -0.13 1.14 1.03 0.14
H 1.3175 -1.8710 1.1737 -1.53 0.25 -2.57 0.18
H 0.8994 1.9789 0.2872 -2.66 -0.63 -0.82 0.12
H -0.5661 2.6297 -0.4976 0.19 -1.42 0.30 0.08

***

93
Properties=species:S:1:pos:R:3:forces:R:3:lowdin_charge:R:1 method="wB97M-V/def2-TZVPD" charge=-1 orbital_gap_ev=6.14 total_energy_ha=-7920.69904 e_homo_ev=-3.78
Pd 0.3858 0.1729 0.3443 0.55 0.33 -0.28 0.05
Br -6.5239 3.9919 2.6105 0.01 0.00 -0.01 0.69
C -6.4492 3.1561 0.9054 0.00 0.05 -0.05 -0.70
C -6.0552 1.8325 0.8071 0.04 -0.12 -0.10 -0.11
C -5.9976 1.2259 -0.4380 -0.28 -0.07 0.22 -0.03
C -6.3534 1.9268 -1.5924 -0.35 0.01 0.11 -0.32
C -6.7628 3.2511 -1.4610 -0.11 -0.01 -0.03 -0.05
C -6.8001 3.8752 -0.2228 0.01 0.01 -0.05 -0.14
N -6.4852 1.3232 -2.8761 0.08 -0.06 0.23 0.03
N -5.6985 0.4146 -3.2636 0.24 0.22 0.05 0.04
C -4.4782 0.1187 -2.6699 0.06 -0.12 -0.10 -0.28
C -4.0797 -1.2125 -2.8489 -0.04 -0.01 0.03 -0.05
C -3.0150 -1.7826 -2.1950 0.00 0.05 0.02 -0.04
C -2.1958 -1.0237 -1.3073 -0.06 0.10 -0.12 -0.39
O -1.2701 -1.5239 -0.6408 0.07 -0.09 0.07 -0.10
C -2.4861 0.4335 -1.2514 -0.02 -0.06 -0.02 -0.13
N -1.6169 1.1895 -0.5448 -0.17 -0.18 -0.07 0.07
C -1.8051 2.4877 -0.4782 0.06 -0.01 0.00 -0.15
C -2.8195 3.1390 -1.1896 0.01 0.06 -0.01 -0.04
C -3.6959 2.3918 -1.9281 0.21 0.07 -0.14 -0.03
C -3.5954 0.9851 -1.9320 0.17 0.00 -0.24 -0.12
H -5.7744 1.2815 1.6945 -0.01 -0.01 -0.01 0.10
H -5.6696 0.1974 -0.5164 -0.07 0.04 0.08 0.12
H -7.0552 3.7878 -2.3567 -0.01 0.00 0.04 0.11
H -7.1064 4.9089 -0.1361 -0.01 0.00 0.00 0.09
H -4.7104 -1.8119 -3.4979 0.02 -0.01 0.02 0.10
H -2.7675 -2.8291 -2.3241 0.00 0.02 -0.01 0.10
H -1.1079 3.0434 0.1401 0.00 0.01 -0.01 0.10
H -2.8949 4.2196 -1.1626 0.01 -0.04 0.01 0.10
H -4.4567 2.8798 -2.5208 0.16 -0.02 0.00 0.11
C 3.9085 -0.3182 -1.2004 -0.01 -0.02 0.17 -0.55
P 2.0869 0.0884 -1.1488 -0.83 0.22 -0.06 0.88
C 1.5321 -1.1252 -2.4278 0.10 -0.06 0.01 -0.36
C 1.9975 -2.4408 -2.4054 0.00 0.02 -0.07 -0.11
C 1.4697 -3.4055 -3.2574 0.00 0.05 0.02 -0.10
C 0.4652 -3.0701 -4.1531 0.03 0.00 0.03 -0.10
C -0.0144 -1.7664 -4.1797 -0.01 0.01 0.02 -0.09
C 0.5077 -0.8105 -3.3229 -0.03 0.04 0.08 -0.10
C 2.0971 1.6615 -2.1238 0.13 -0.05 -0.10 -0.37
C 2.5243 1.7398 -3.4504 0.01 -0.01 0.00 -0.10
C 2.4824 2.9393 -4.1446 0.00 -0.01 0.05 -0.09
C 2.0238 4.0906 -3.5133 -0.02 -0.03 0.05 -0.10
C 1.6183 4.0337 -2.1881 -0.02 -0.05 -0.02 -0.09
C 1.6548 2.8249 -1.4997 -0.05 -0.06 -0.09 -0.12
P 4.9707 0.9296 -0.3672 0.02 0.08 0.05 1.03
C 6.5990 0.0591 -0.3350 0.01 0.01 -0.02 -0.39
C 6.8063 -1.2688 -0.6958 0.08 -0.02 -0.02 -0.10
C 8.0732 -1.8437 -0.6108 -0.07 0.05 0.00 -0.09
C 9.1519 -1.0974 -0.1664 -0.02 0.04 0.01 -0.11
C 8.9593 0.2319 0.1987 -0.05 -0.04 -0.02 -0.10
C 7.6970 0.7965 0.1205 0.01 -0.02 -0.01 -0.11
C 5.3476 2.1096 -1.7330 0.02 -0.04 -0.06 -0.39
C 5.0348 3.4526 -1.5534 0.02 0.03 -0.03 -0.11
C 5.3163 4.3866 -2.5459 0.01 -0.07 0.00 -0.09
C 5.9141 3.9816 -3.7290 0.00 -0.04 0.03 -0.10
C 6.2298 2.6397 -3.9207 -0.01 0.01 0.06 -0.09
C 5.9496 1.7140 -2.9282 0.04 0.03 -0.01 -0.10
H 4.2442 -0.5500 -2.2153 0.01 0.00 -0.01 0.05
H 4.0004 -1.2185 -0.5864 0.03 -0.05 -0.03 0.02
H 2.7731 -2.7301 -1.7056 0.00 -0.01 0.00 0.09
H 1.8423 -4.4230 -3.2141 0.00 0.03 0.00 0.09
H 0.0474 -3.8203 -4.8141 0.01 0.02 0.02 0.09
H -0.8194 -1.4968 -4.8534 0.02 0.00 0.03 0.10
H 0.0916 0.1908 -3.3269 0.01 0.01 0.00 0.11
H 2.8833 0.8461 -3.9503 -0.02 0.00 -0.01 0.11
H 2.8092 2.9792 -5.1777 0.00 -0.01 0.04 0.10
H 1.9859 5.0283 -4.0557 0.00 -0.01 0.01 0.10
H 1.2605 4.9283 -1.6912 0.01 -0.02 0.00 0.10
H 1.3241 2.7574 -0.4706 -0.03 0.00 0.07 0.07
H 5.9831 -1.8699 -1.0603 0.01 0.00 0.01 0.09
H 8.2120 -2.8786 -0.9007 -0.01 0.02 0.01 0.10
H 10.1365 -1.5448 -0.1019 -0.02 0.01 0.00 0.10
H 9.7950 0.8255 0.5495 -0.02 -0.01 -0.01 0.10
H 7.5544 1.8331 0.4091 0.00 -0.02 0.00 0.10
H 4.5530 3.7651 -0.6337 0.02 0.00 -0.02 0.10
H 5.0568 5.4277 -2.3957 0.00 -0.02 0.00 0.10
H 6.1294 4.7060 -4.5055 0.00 -0.01 0.01 0.10
H 6.6960 2.3178 -4.8444 -0.01 0.00 0.01 0.10
H 6.2103 0.6714 -3.0791 -0.01 0.01 0.01 0.11
C 0.3176 -2.1281 4.3261 -0.02 0.02 0.11 -0.30
As -0.0995 -1.4435 2.5489 0.17 -0.22 0.39 0.61
C -1.8473 -2.2077 2.3090 -0.07 0.03 -0.11 -0.25
C 1.1061 -2.5963 1.5494 -0.09 -0.01 -0.09 -0.28
S -0.0485 0.6625 2.7619 0.05 -0.10 -0.08 0.04
H 0.2910 -3.2189 4.3346 -0.01 0.01 0.01 0.02
H -0.4156 -1.7277 5.0240 0.01 0.01 0.04 0.02
H 1.3076 -1.7754 4.6098 0.01 0.00 0.01 0.02
H -1.8293 -3.2238 2.7039 -0.02 -0.01 -0.01 0.03
H -2.0948 -2.2055 1.2511 0.00 0.01 -0.02 0.01
H -2.5466 -1.5945 2.8718 -0.05 0.00 0.02 0.03
H 1.1296 -3.5790 2.0295 -0.02 0.05 0.00 0.03
H 2.0868 -2.1331 1.5616 0.10 -0.01 -0.01 0.01
H 0.7386 -2.6659 0.5285 0.01 0.01 -0.08 0.00

***

14
Properties=species:S:1:pos:R:3:forces:R:3:lowdin_charge:R:1 method="wB97M-V/def2-TZVPD" orbital_gap_ev=9.07 total_energy_ha=-701.74462 e_homo_ev=-8.43 de_lowest_kcal_mol=59.2
C -1.0568 -0.1101 0.0789 0.82 0.44 -1.00 -0.23
C -1.7170 -1.1779 -0.3393 -0.04 -1.53 -1.18 -0.39
C 0.4213 -2.3187 -1.3110 1.73 -0.98 0.38 -0.67
C 1.0172 1.6186 1.4308 0.08 0.31 0.91 0.00
C 0.9273 1.4810 0.1165 -1.90 -1.26 2.16 -0.17
N 1.5216 -2.5360 -0.9827 -1.72 0.58 -0.61 0.09
N 0.0326 0.5143 -0.4554 2.05 1.64 -1.56 -0.01
S -1.2052 -2.1611 -1.7832 0.18 0.77 0.79 0.89
H -1.4697 0.3945 0.8872 -0.43 0.75 1.75 0.10
H -2.5273 -1.6617 0.1932 0.03 0.53 0.03 0.06
H 1.6880 2.3386 1.8662 0.17 0.27 -0.15 0.04
H 0.4499 1.0759 2.1922 0.08 -0.15 -0.61 0.06
H 1.5240 2.1228 -0.4957 0.01 -0.19 -0.86 0.10
H 0.3942 0.4196 -1.3975 -1.08 -1.16 -0.05 0.13

***

Please write out number 2 again, unchanged.
9
Properties=species:S:1:pos:R:3:forces:R:3:lowdin_charge:R:1 method="wB97M-V/def2-TZVPD" charge=+1 orbital_gap_ev=8.98 total_energy_ha=-485.43568 e_homo_ev=-14.67 de_lowest_kcal_mol=52.3
C 0.8026 -1.6933 0.0869 2.89 -2.73 1.75 0.11
C -0.7046 0.2583 -0.0957 2.04 5.17 0.10 -0.71
N 0.1306 -0.6900 -0.1134 -1.72 2.06 0.04 -0.03
N -0.1732 1.8759 0.1069 0.62 -4.01 0.03 0.04
I -2.7306 -0.0516 -0.2001 0.30 0.17 0.15 1.06
H 1.0244 -2.4370 -0.7479 -0.13 1.14 1.03 0.14
H 1.3175 -1.8710 1.1737 -1.53 0.25 -2.57 0.18
H 0.8994 1.9789 0.2872 -2.66 -0.63 -0.82 0.12
H -0.5661 2.6297 -0.4976 0.19 -1.42 0.30 0.08